Entry 1:
77
Properties=species:S:1:pos:R:3:mulliken_charge:R:1 method="wB97M-V/def2-TZVPD" homo_lumo_gap_ev=5.705 charge=-2 e_tot_ev=-135303.8031 relative_energy_kcal_mol=7.6
Ba -0.0066 -1.3201 0.0565 1.7443
N 3.6683 0.9503 1.4526 -0.8011
C 2.9642 -0.0698 2.2077 -1.2998
C 1.4526 -0.1065 2.0257 1.2486
O 0.9298 0.7595 1.2325 -0.6224
N 0.6903 -1.0525 2.5515 -0.4044
C 1.3373 -2.2639 3.1102 -0.8642
C 1.7575 -3.3534 2.0519 0.4168
O 2.0510 -4.4748 2.4553 -0.8222
O 1.7412 -2.9278 0.8491 -0.5492
H 3.1698 1.8286 1.5516 0.3391
H 3.5723 0.7527 0.4603 0.3519
H 3.1776 0.0436 3.2775 0.3047
H 3.3584 -1.0512 1.9348 0.3689
H 0.6368 -2.7572 3.7874 0.3167
H 2.2336 -2.0493 3.7057 0.2976
C 0.4999 5.0679 -1.4796 -2.1424
C 0.4531 3.9228 -0.4797 2.5361
C -0.9448 3.7921 0.1361 -1.7756
C 1.4670 4.1552 0.6358 -1.6422
N 0.8605 2.6730 -1.1497 -0.2046
N -0.1663 2.2263 -2.0505 -0.6649
H 0.1771 6.0049 -1.0183 0.3465
H -0.1537 4.8537 -2.3262 0.4300
H 1.5168 5.1886 -1.8590 0.4393
H -1.2275 4.6940 0.6894 0.4854
H -0.9714 2.9513 0.8329 0.1753
H -1.7001 3.6219 -0.6318 0.4788
H 1.2795 5.1229 1.1090 0.4411
H 2.4820 4.1506 0.2325 0.4461
H 1.3907 3.3801 1.4004 0.0590
H 0.9851 1.9849 -0.4073 0.1472
H 0.2736 1.5683 -2.6842 0.2335
H -0.8642 1.6993 -1.5286 0.2022
Br 0.8860 -8.4685 -2.4084 -0.2276
C 0.4981 -6.6624 -1.9896 0.2977
C -0.5261 -6.3672 -1.1127 -0.7082
C -0.7669 -5.0267 -0.8496 -0.2003
N -0.0669 -4.0338 -1.3870 0.2009
C 0.9234 -4.3473 -2.2204 0.0216
C 1.2459 -5.6540 -2.5596 -0.7749
H -1.1116 -7.1422 -0.6396 0.4080
H -1.5609 -4.7253 -0.1768 0.3786
H 1.4851 -3.5081 -2.6126 0.1074
H 2.0628 -5.8612 -3.2356 0.4342
F 4.2788 -1.2296 -5.6268 -0.3800
C 3.4222 -1.1621 -4.5474 0.5861
C 3.9429 -1.2646 -3.2773 -0.8661
C 3.0564 -1.2041 -2.1952 -0.2522
C 1.6599 -1.0194 -2.3028 -0.5801
C 1.2435 -0.9213 -3.6455 -0.2727
C 2.0761 -0.9922 -4.7725 -0.6383
H 5.0108 -1.3985 -3.1470 0.3837
H 3.5147 -1.3182 -1.2133 0.3683
H 0.1852 -0.7848 -3.8766 0.3251
H 1.7061 -0.9128 -5.7877 0.3830
C -4.9318 3.1898 1.4168 -1.5772
C -3.8864 2.3931 2.1346 1.1359
C -3.0598 2.9842 3.0775 -0.7149
C -2.0572 2.2556 3.6938 0.2323
Cl -1.0008 3.0715 4.8559 -0.3236
C -1.8513 0.9259 3.3987 -0.7106
C -2.6893 0.3143 2.4730 -0.6992
C -3.6846 1.0411 1.8444 0.6734
O -4.5100 0.5237 0.9021 -0.4763
C -4.2443 -0.8092 0.4991 -0.6865
C -2.9028 -0.9934 -0.2109 0.7109
O -2.2865 0.0244 -0.6032 -0.6929
O -2.4862 -2.1949 -0.2480 -0.7949
H -4.9411 4.2128 1.7960 0.4063
H -5.9323 2.7688 1.5325 0.3549
H -4.7393 3.2238 0.3429 0.2670
H -3.1764 4.0350 3.3127 0.2917
H -1.0407 0.3500 3.8221 0.4363
H -2.4915 -0.7311 2.2549 0.4170
H -5.0492 -1.0570 -0.1946 0.3597
H -4.2954 -1.4896 1.3522 0.3803

Entry 2:
75
Properties=species:S:1:pos:R:3:mulliken_charge:R:1 method="wB97M-V/def2-TZVPD" homo_lumo_gap_ev=5.648 charge=-2 e_tot_ev=-65195.4757 relative_energy_kcal_mol=1.0
Rb 0.0412 0.2897 -0.1132 0.8680
N -2.4196 3.1345 -2.2872 -0.5133
C -2.7220 1.7779 -2.2780 0.2632
S -3.0394 1.0585 -3.8158 -0.5944
N -2.7445 1.2730 -1.0703 -0.4839
N -3.0786 -0.0586 -1.0026 0.0077
C -3.3993 -0.5243 0.1464 -1.0985
C -3.5797 0.0854 1.4893 1.0027
C -4.6903 -0.3806 2.1956 -0.4784
C -5.0329 0.0544 3.4675 -0.6957
C -4.2040 1.0030 4.0740 -0.4105
C -3.0779 1.4630 3.4319 -0.4231
C -2.6726 1.0098 2.1292 0.1941
O -1.5603 1.3675 1.6420 -0.7819
H -2.0135 3.4502 -3.1517 0.2322
H -1.9729 3.4477 -1.4367 0.2608
H -3.6733 -1.5819 0.1104 0.2429
H -5.3210 -1.1189 1.7052 0.3458
H -5.9168 -0.3241 3.9664 0.3666
H -4.4437 1.3757 5.0665 0.3419
H -2.4236 2.1888 3.9047 0.4465
C 1.6899 0.3653 5.8316 -0.5628
C 2.9671 0.0209 5.3970 -0.5265
C 3.2709 0.0178 4.0454 -0.3490
C 2.2896 0.3617 3.1155 -0.4122
C 1.0092 0.6934 3.5446 0.1669
C 0.7147 0.6980 4.9024 -0.3042
N 2.4953 0.3765 1.6947 0.6614
N 3.6821 0.2527 1.3607 -0.5626
C 3.9757 0.2648 -0.0449 0.2791
C 5.3189 -0.0627 -0.2762 -0.3042
C 5.7970 -0.1184 -1.5720 -0.5870
C 4.9145 0.1728 -2.6101 -0.5262
C 3.5934 0.5125 -2.3343 -0.6547
C 3.0347 0.5853 -1.0411 -0.2997
H 1.4586 0.3656 6.8909 0.3774
H 3.7304 -0.2465 6.1195 0.3330
H 4.2578 -0.2424 3.6871 0.4143
H 0.2432 0.9570 2.8195 0.3321
H -0.2877 0.9590 5.2218 0.3718
H 5.9664 -0.2772 0.5689 0.3280
H 6.8297 -0.3820 -1.7725 0.3181
H 5.2643 0.1333 -3.6387 0.3302
H 2.9610 0.7345 -3.1946 0.3366
C -2.8422 -2.8984 3.8757 -1.1435
C -1.7103 -1.9417 4.2392 -0.8560
N -0.3817 -2.4652 3.9507 1.1040
C 0.4067 -2.9516 5.0642 -0.6902
C 0.0492 -4.3683 5.5084 -1.3401
C 0.0708 -2.4863 2.6522 1.4732
C 1.4352 -3.0769 2.4009 -1.6883
N -0.5723 -2.0496 1.6352 -0.5975
H -3.8030 -2.4230 4.0758 0.3660
H -2.7718 -3.8276 4.4456 0.3655
H -2.8076 -3.1480 2.8145 0.1599
H -1.7415 -1.7124 5.3069 0.4653
H -1.8547 -0.9874 3.7251 0.0831
H 0.2677 -2.2611 5.9003 0.2691
H 1.4633 -2.8940 4.8123 0.4135
H -0.9850 -4.4218 5.8521 0.2813
H 0.6970 -4.6866 6.3294 0.4547
H 0.1653 -5.0737 4.6835 0.2402
H 2.2192 -2.4694 2.8560 0.3381
H 1.5916 -3.0952 1.3264 0.3818
H 1.5158 -4.0925 2.7957 0.2883
H -1.4731 -1.6395 1.8794 -0.4969
N -2.2193 -2.4469 -3.1017 -0.2692
C -0.9171 -2.6782 -3.3392 0.5255
O -0.3722 -3.7593 -3.1655 -0.6783
C -0.1470 -1.4752 -3.8629 -0.0146
I 0.5785 -1.8940 -5.8312 -0.0377
H -2.6997 -3.1551 -2.5711 0.2294
H -2.5998 -1.4966 -3.0720 0.0827
H 0.7449 -1.3243 -3.2589 -0.0443
H -0.7463 -0.5708 -3.9511 0.0823

Entry 3:
74
Properties=species:S:1:pos:R:3:mulliken_charge:R:1 method="wB97M-V/def2-TZVPD" homo_lumo_gap_ev=6.674 charge=+2 e_tot_ev=-121078.5584
Pb 0.0265 0.1347 -0.0184 1.9664
C -2.5822 -1.0797 2.6949 -0.8802
C -3.3360 -0.6901 1.4549 -0.0931
O -3.0129 -1.5860 0.4019 -0.1933
C -3.6294 -1.2080 -0.8538 -0.4512
C -3.0132 -2.0677 -1.9185 -0.6456
O -1.5954 -1.8286 -1.8956 -0.2173
C -0.7446 -2.9580 -2.0265 -0.7915
C -0.4174 -3.5861 -0.6578 -0.5679
O 0.2336 -2.6082 0.1589 0.0901
C 0.3824 -2.9829 1.5426 -0.7013
C -0.8974 -2.7617 2.3469 -0.5171
O -1.2157 -1.3553 2.3337 -0.1598
H -3.0030 -1.9545 3.2038 0.4464
H -2.5676 -0.2089 3.3607 0.3179
H -3.0408 0.3465 1.1849 -0.0656
H -4.4047 -0.6786 1.6918 0.4522
H -3.4119 -0.1379 -1.1025 0.1745
H -4.7343 -1.3773 -0.7932 0.3955
H -3.4497 -1.7808 -2.8964 0.3203
H -3.2353 -3.1227 -1.7261 0.4230
H 0.1882 -2.6511 -2.5206 0.2672
H -1.2480 -3.7374 -2.6228 0.4460
H 0.2807 -4.4561 -0.8000 0.4052
H -1.3400 -4.0006 -0.2062 0.3028
H 1.1587 -2.3420 1.9791 -0.0214
H 0.6745 -4.0287 1.6425 0.4473
H -0.7141 -3.1015 3.3819 0.4566
H -1.7245 -3.3346 1.9092 0.3819
Br 7.0442 -2.8562 1.5550 -0.1140
C 5.4501 -1.8501 1.5995 -0.0212
C 4.6230 -1.7711 0.4630 -0.9201
C 3.4660 -1.0377 0.4634 0.2898
C 3.0441 -0.3755 1.6412 0.0187
C 3.8375 -0.5310 2.8212 -0.5389
C 5.0353 -1.2237 2.7987 -0.8123
N 1.9096 0.4141 1.6432 0.3586
C 1.6875 1.3430 2.5374 -0.1600
C 0.4737 2.0442 2.7465 0.2549
C 0.2804 2.6459 4.0332 -0.9181
C -0.8828 3.3137 4.3162 -0.4824
C -1.8665 3.4013 3.2782 -1.1222
C -1.6368 2.7129 2.0980 -0.2404
N -0.4962 2.0649 1.8197 0.1671
H 4.9023 -2.3069 -0.4563 0.4546
H 2.8794 -0.9761 -0.4599 0.4916
H 3.4316 -0.0893 3.7340 0.5034
H 5.7001 -1.2599 3.6841 0.4008
H 2.4664 1.6217 3.2745 0.5354
H 1.0832 2.6384 4.7734 0.4674
H -1.0393 3.7275 5.3315 0.4445
H -2.7864 3.9994 3.4190 0.4015
H -2.3867 2.6958 1.3064 0.6431
C 3.4991 0.9973 -3.3740 -1.5918
C 2.0607 0.6782 -3.0280 0.3692
O 1.7202 0.1715 -1.9356 -0.2628
N 1.1851 0.9554 -4.0004 -0.0555
C -0.2448 0.7270 -3.9022 0.5348
C -0.8488 1.9569 -3.2969 0.2999
C -1.5624 2.8553 -4.1218 -0.7246
C -2.1834 3.9754 -3.5631 -0.4494
C -1.9698 4.2199 -2.1820 -0.7869
C -1.1333 3.3373 -1.4663 -0.5174
N -0.6594 2.1709 -1.9745 0.1994
H 4.1553 0.8759 -2.5195 0.3369
H 3.5015 2.0586 -3.6747 0.4126
H 3.8654 0.4325 -4.2326 0.3875
H 1.6216 1.2076 -4.8756 0.2737
H -0.3967 -0.1042 -3.1890 -1.0616
H -0.7097 0.4104 -4.8557 0.6218
H -1.6814 2.6548 -5.1964 0.4169
H -2.7884 4.6195 -4.1874 0.4538
H -2.4166 5.0640 -1.6731 0.4365
H -0.8597 3.5348 -0.4212 0.6169

Entry 4:
77
Properties=species:S:1:pos:R:3:mulliken_charge:R:1 method="wB97M-V/def2-TZVPD" homo_lumo_gap_ev=7.020 charge=+1 e_tot_ev=-128077.7226 relative_energy_kcal_mol=43.5
Ir 0.1702 0.3593 -0.4837 1.0405
C -2.9027 2.1918 0.9383 -1.2462
Sb -0.8133 2.0760 1.1999 0.6744
C -0.2542 4.1086 1.2881 -1.3903
C -0.6246 1.5083 3.2608 0.0087
C -1.8763 0.8391 3.7453 0.3528
C -2.9317 1.5990 4.2435 -0.4366
C -4.1235 1.0102 4.6306 -0.7162
C -4.2757 -0.3638 4.5199 -0.7188
C -3.2245 -1.1321 4.0476 -0.7928
C -2.0151 -0.5529 3.6640 0.7533
C -0.8960 -1.4467 3.1989 -1.3701
Sb -0.6837 -1.5497 1.0713 0.6469
C -2.6078 -2.2802 0.6116 -1.1974
C 0.5019 -3.2967 0.9893 -1.3285
H -3.3538 2.8302 1.6950 0.4712
H -3.3064 1.1839 1.0178 0.2324
H -3.1046 2.5866 -0.0562 0.4505
H -0.8944 4.5393 2.0576 0.4755
H -0.4284 4.5994 0.3327 0.3959
H 0.7939 4.2088 1.5625 0.4075
H -0.3726 2.3948 3.8453 0.8243
H 0.2271 0.8365 3.2736 -0.9363
H -2.8104 2.6739 4.3344 0.4695
H -4.9281 1.6200 5.0201 0.4203
H -5.2022 -0.8383 4.8156 0.4231
H -3.3342 -2.2096 3.9907 0.3858
H -1.1029 -2.4766 3.4952 0.8139
H 0.0726 -1.1789 3.6236 0.4936
H -2.7651 -3.2060 1.1642 0.4474
H -2.6938 -2.4588 -0.4576 0.3086
H -3.3477 -1.5409 0.9140 0.3576
H -0.0404 -4.0780 1.5218 0.5413
H 1.4601 -3.1145 1.4740 0.3360
H 0.6740 -3.5988 -0.0406 0.3420
O -0.9231 1.7923 -1.7615 -0.3550
N -1.3909 1.2978 -2.8386 -0.7674
N -1.4262 0.0405 -2.8627 1.0395
O -1.1043 -0.6803 -1.7912 -0.6704
C -1.8409 -0.6531 -4.0593 0.3512
C -1.7501 -2.0325 -4.0746 -0.0821
C -2.1346 -2.7074 -5.2255 -0.8194
C -2.5991 -2.0070 -6.3267 -0.4998
C -2.6844 -0.6201 -6.2833 -0.5646
C -2.3060 0.0730 -5.1471 -0.4678
H -1.3779 -2.5594 -3.2099 0.3169
H -2.0647 -3.7866 -5.2571 0.3981
H -2.8972 -2.5378 -7.2211 0.4066
H -3.0469 -0.0705 -7.1416 0.3927
H -2.3675 1.1505 -5.1057 0.4766
C 3.1565 0.8996 3.7166 -0.9732
C 3.9431 0.4885 2.4838 -0.5159
S 3.1393 0.9480 0.9486 0.4130
O 1.8131 0.1437 0.9836 -0.6186
C 4.2625 0.1043 -0.1884 0.2041
C 4.1971 -1.4136 -0.1267 -1.1996
H 3.7916 0.8130 4.5973 0.4622
H 2.2953 0.2516 3.8635 0.0157
H 2.8114 1.9333 3.6550 0.3158
H 4.1287 -0.5844 2.4581 0.2838
H 4.9010 1.0140 2.4332 0.4949
H 5.2479 0.5115 0.0534 0.7318
H 3.9901 0.4737 -1.1754 -0.3004
H 4.7325 -1.8224 0.7288 0.3983
H 4.6495 -1.8224 -1.0305 0.3947
H 3.1617 -1.7538 -0.0960 0.0528
Cl 1.7560 3.1752 -1.4213 -0.1715
C 2.1614 1.7350 -2.3187 0.9095
C 1.5862 0.5020 -1.9897 -1.5215
C 2.0311 -0.5892 -2.7401 0.8407
Cl 1.4238 -2.1884 -2.4139 -0.1850
C 2.9976 -0.4814 -3.7403 0.0304
Cl 3.5355 -1.8658 -4.6042 -0.1745
C 3.5430 0.7652 -4.0364 0.3564
Cl 4.7259 0.9216 -5.2687 -0.1694
C 3.1259 1.8819 -3.3174 -0.0093
Cl 3.8202 3.4161 -3.6571 -0.1602

Entry 5:
71
Properties=species:S:1:pos:R:3:mulliken_charge:R:1 method="wB97M-V/def2-TZVPD" homo_lumo_gap_ev="7.830 / 7.462" charge=0 spin_multiplicity=5 e_tot_ev=-84048.4996
Cr -0.1929 0.9485 -0.3424 -0.0780
C -1.5373 -0.4123 -1.3562 -0.4082
C -1.3205 0.7581 -2.1423 -0.5096
C -2.2763 1.9161 -2.1812 -0.4327
C -2.0453 3.0507 -1.1635 0.2954
C -1.5119 2.5920 0.1689 -0.6431
C -1.9593 1.4310 0.8560 -0.2981
C -3.1116 0.5409 0.4475 -0.9729
C -2.7573 -0.6315 -0.5061 -0.9185
C 0.8551 0.5975 1.3863 -1.1360
H -1.0683 -1.3440 -1.6963 0.5047
H -0.6712 0.7034 -3.0259 0.5436
H -3.3152 1.5610 -2.1183 0.0852
H -2.1220 2.3378 -3.1838 0.6581
H -1.3513 3.7863 -1.6126 0.2727
H -2.9795 3.6271 -1.0229 0.0962
H -0.9495 3.3657 0.7120 0.6693
H -1.7168 1.3527 1.9262 0.5730
H -3.9553 1.1247 0.0399 0.3328
H -3.5200 0.0912 1.3699 0.3925
H -2.5787 -1.5375 0.0968 0.5249
H -3.6457 -0.8871 -1.1107 0.2932
H 0.8825 -0.4992 1.5307 0.2752
H 0.4295 1.0814 2.2756 0.3697
H 1.8862 0.9486 1.1943 0.3225
P -3.3644 7.2825 -1.4458 0.0430
P -3.0005 5.7927 -4.4881 -0.1107
N -4.5806 7.2167 -0.1427 0.3882
N -2.9382 9.0288 -1.2055 0.3118
N -4.4248 4.7376 -4.6082 0.3723
N -2.7106 5.9139 -6.2425 0.2846
C -4.5643 7.5468 -2.8419 -0.6713
C -3.9722 7.3419 -4.2519 -1.1854
C -4.5837 6.2179 0.8455 -0.4334
C -5.6360 6.4555 1.7300 -0.6044
C -6.3160 7.6335 1.2746 -0.6851
C -5.6780 8.0496 0.1086 -0.1248
C -1.6261 9.4545 -0.9656 -0.4492
C -1.6010 10.8437 -0.9334 -0.5974
C -2.9369 11.3036 -1.1375 -0.7434
C -3.7321 10.1761 -1.3276 -0.0525
C -4.4128 3.5250 -3.9194 0.0081
C -5.6586 2.9247 -4.0022 -0.5535
C -6.4900 3.8012 -4.7687 -1.1472
C -5.7219 4.9167 -5.0951 -0.0891
C -3.6146 5.9771 -7.3129 -0.1061
C -2.9219 6.3277 -8.4716 -0.6003
C -1.5450 6.5078 -8.1041 -0.5616
C -1.4428 6.2646 -6.7425 -0.4177
H -4.9558 8.5750 -2.7838 0.4160
H -5.4186 6.8695 -2.6779 0.5119
H -4.7869 7.4018 -4.9911 0.4927
H -3.2631 8.1510 -4.4760 0.5186
H -3.8327 5.4436 0.8173 0.4107
H -5.9023 5.8559 2.5895 0.4126
H -7.1678 8.1145 1.7405 0.4220
H -5.9253 8.8724 -0.5442 0.2416
H -0.8422 8.7228 -0.8321 0.3886
H -0.7294 11.4641 -0.7906 0.4042
H -3.2872 12.3219 -1.1410 0.4348
H -4.7883 10.1261 -1.5464 0.2348
H -3.5003 3.2102 -3.4671 -0.3314
H -5.9262 1.9773 -3.5498 0.4412
H -7.5213 3.6232 -5.0439 0.4484
H -5.9925 5.8005 -5.6523 0.4719
H -4.6578 5.7461 -7.1842 0.2598
H -3.3499 6.4551 -9.4516 0.4387
H -0.7441 6.7890 -8.7695 0.4125
H -0.5957 6.2926 -6.0731 0.3600
N 2.1710 -0.6898 -1.8212 -0.6569
C 1.3158 -0.0904 -1.2672 0.1806

Entry 6:
77
Properties=species:S:1:pos:R:3:mulliken_charge:R:1 method="wB97M-V/def2-TZVPD" homo_lumo_gap_ev="3.577 / 3.579" charge=+2 e_tot_ev=-80528.8313 relative_energy_kcal_mol=90.5
Zr 1.1163 -0.9524 0.8641 -0.6213
C 2.1304 -3.5097 -0.7410 -0.8650
C 1.1013 -3.1211 -1.5293 -0.4922
C -0.3486 -3.5049 -1.4444 -0.5438
C -0.7897 -3.7506 0.0078 -1.6197
C -0.1558 -2.7126 0.9115 1.4595
C 0.9503 -2.8708 1.8030 -0.0251
C 2.0904 -3.8379 1.7388 -0.8633
C 2.1510 -4.5258 0.3702 -1.1404
C 1.9428 -0.0598 2.7649 -1.3135
H 3.1317 -3.3278 -1.1590 0.9292
H 1.3771 -2.7104 -2.5146 1.0460
H -0.5760 -4.4080 -2.0467 0.4721
H -0.9576 -2.7029 -1.9128 0.2086
H -1.8856 -3.6427 0.0811 0.4683
H -0.5534 -4.7702 0.3281 0.4979
H -0.9771 -2.0573 1.2944 -0.5266
H 0.8006 -2.4896 2.8332 0.9571
H 1.9815 -4.5652 2.5639 0.5012
H 3.0464 -3.3290 1.9119 0.3824
H 3.0900 -5.1044 0.3068 0.4921
H 1.3367 -5.2598 0.2793 0.3451
H 2.8531 0.5447 2.5735 0.4658
H 2.2554 -0.8522 3.4736 0.5268
H 1.2671 0.6196 3.3044 0.3540
P -1.5124 0.4072 0.4723 0.6974
P 0.0155 2.0820 -1.8956 -0.0598
N -2.4190 -0.5452 1.9716 0.5284
N -2.6528 1.6988 0.7016 0.7944
N 1.4796 1.0599 -1.6228 0.4931
N 0.7019 2.5876 -3.4223 0.4706
C -1.9013 -0.0765 -1.2334 0.0791
C -1.1698 0.7051 -2.3851 -1.2197
C -1.6835 -0.8915 3.1163 -0.5521
C -2.3962 -1.8277 3.8690 -0.6617
C -3.6730 -1.9622 3.2529 -0.8348
C -3.6705 -1.1429 2.1162 -0.6988
C -2.7498 2.3869 1.9327 -0.4155
C -4.0150 2.9397 2.0548 -0.8096
C -4.7367 2.6298 0.8547 -0.7431
C -3.8844 1.8901 0.0481 -0.5640
C 2.7014 1.5852 -1.2054 -0.9793
C 3.4218 0.6293 -0.5260 -0.7204
C 2.7976 -0.6188 -0.7133 -0.2011
C 1.4937 -0.3327 -1.3174 -0.2522
C 1.2834 1.7562 -4.3953 -0.1057
C 1.8119 2.5505 -5.4053 -0.6539
C 1.5483 3.9220 -5.0560 -0.6518
C 0.8750 3.9195 -3.8438 -0.3923
H -2.9893 -0.0099 -1.3843 1.0003
H -1.6685 -1.1442 -1.3494 -1.1125
H -0.6548 0.0145 -3.0771 0.6039
H -1.9299 1.2397 -2.9890 0.5804
H -0.7269 -0.4302 3.3390 0.6527
H -2.0354 -2.3606 4.7476 0.4964
H -4.4772 -2.5989 3.6086 0.4682
H -4.4792 -0.9481 1.4258 0.5171
H -1.8999 2.4094 2.5919 0.4309
H -4.3968 3.4812 2.9146 0.4781
H -5.7603 2.9073 0.6266 0.4788
H -4.0546 1.5073 -0.9403 0.4865
H 3.0379 2.5523 -1.5629 0.6825
H 4.3868 0.7647 -0.0260 0.5654
H 3.3401 -1.5580 -0.6504 0.7189
H 0.9757 -0.9303 -2.0583 0.2808
H 1.2771 0.6820 -4.2739 0.2616
H 2.3327 2.1876 -6.2786 0.4666
H 1.8303 4.7901 -5.6293 0.4652
H 0.5111 4.7239 -3.2178 0.4555
F 1.5330 5.5544 1.7250 -0.1951
C 0.8077 4.4189 1.8408 0.6284
F 0.6608 4.1104 3.1442 -0.2090
F -0.4248 4.6323 1.3098 -0.1930
S 1.6078 3.0816 0.8370 1.2783
O 1.3956 3.6023 -0.5252 -0.6661
O 2.9781 2.9835 1.2674 -0.6792
O 0.7788 1.8851 1.1531 -0.5836